Here is a cluster of 10 separate species, C42H78BF8O16 in total from OMol25. Energies are from ωB97M-V with the def2-TZVPD basis set.

Structure (XYZ):
```
145
Properties=species:S:1:pos:R:3:forces:R:3:lowdin_charge:R:1
C 0.743098 -1.962719 -0.325937 -0.092 -0.047 0.003 -0.0269
C 2.171654 -2.095836 -0.845041 0.099 0.049 0.057 -0.3983
O 2.140693 -2.905466 -2.024744 0.019 0.050 0.101 -0.0580
C 2.903605 -0.768803 -1.089892 -0.055 -0.066 -0.056 -0.0512
C 2.291098 0.279591 -2.039087 -0.033 0.353 0.212 -0.3519
C 3.348760 1.233170 -2.686085 0.008 -0.009 -0.051 -0.0806
C 4.824978 0.837573 -2.701602 -0.096 -0.082 0.111 -0.1675
C 5.745584 2.010518 -3.050089 0.116 -0.057 0.070 -0.0810
C 5.635755 2.677160 -4.397549 0.084 -0.212 -0.044 -0.4531
F 4.416747 3.203120 -4.627289 -0.355 0.081 -0.044 0.1324
F 6.516586 3.718896 -4.446014 0.188 0.262 0.013 0.0999
C 5.987930 1.814367 -5.629276 0.059 -0.253 0.278 -0.5571
F 7.294403 1.507794 -5.620415 0.078 0.056 -0.016 0.1557
F 5.716730 2.456162 -6.762751 0.035 0.103 -0.155 0.1720
F 5.314838 0.662015 -5.630508 -0.206 -0.022 -0.090 0.1674
O 1.423222 1.095949 -1.240845 0.143 -0.190 -0.022 0.0205
B 0.405697 1.687671 -2.130107 -0.261 0.169 -0.275 -0.7629
C -1.124224 1.457777 -1.530580 0.164 0.203 0.045 -0.0728
O -2.100099 1.128725 -2.554780 -0.257 -0.314 0.360 -0.1882
O -2.717855 2.336767 -2.995366 0.150 0.146 -0.321 -0.0629
C 0.703337 3.292302 -2.463047 -0.070 -0.108 -0.183 0.0144
O 1.511526 4.011906 -1.445068 0.273 -0.080 -0.344 0.0400
C 0.883699 4.631830 -0.499684 -0.405 0.077 0.254 -0.7365
F 0.034860 5.613958 -0.931989 0.085 0.075 -0.011 0.1100
F 0.111038 3.845295 0.286243 0.053 -0.026 0.081 0.1443
F 1.777499 5.239624 0.311088 0.034 0.019 0.018 0.1199
O 0.589737 0.986998 -3.444457 -0.081 -0.098 0.287 0.0074
C 1.301415 -0.193432 -3.123679 -0.083 -0.031 -0.214 -0.2784
C 1.850617 -0.807189 -4.402129 0.104 0.033 -0.011 -0.1042
C 0.773606 -1.567225 -5.170151 0.045 0.112 0.143 -0.2325
O 0.148457 -2.580773 -4.385011 -0.292 -0.052 -0.366 -0.0817
H 0.344712 -0.962985 -0.497764 0.033 -0.083 0.041 0.0609
H 0.704573 -2.173574 0.745739 -0.019 0.067 -0.060 0.0818
H 0.099488 -2.698434 -0.812549 0.105 0.053 0.067 0.0664
H 2.765363 -2.635221 -0.088309 -0.058 0.058 -0.036 0.1245
H 3.038559 -2.981377 -2.367818 -0.106 -0.050 -0.041 0.0823
H 3.920756 -1.040720 -1.393631 -0.075 0.014 -0.079 0.0998
H 2.993530 -0.251003 -0.126615 0.097 -0.076 -0.056 0.1386
H 3.015128 1.434845 -3.706109 0.029 0.081 0.089 0.1079
H 3.265023 2.184928 -2.151044 0.006 -0.102 0.024 0.1265
H 5.125498 0.542774 -1.692365 0.055 0.034 -0.064 0.1088
H 5.013425 -0.029252 -3.342760 -0.033 0.078 0.014 0.1105
H 6.796247 1.719338 -2.950610 -0.074 0.035 0.053 0.1351
H 5.564470 2.806517 -2.321736 0.115 -0.011 -0.095 0.1149
H -1.213682 0.630105 -0.813624 0.137 -0.021 -0.125 0.0998
H -1.500729 2.353771 -1.018879 -0.034 -0.148 0.066 0.0904
H -2.157145 2.543275 -3.757291 -0.071 0.107 0.008 0.0890
H -0.196192 3.894180 -2.644353 0.085 -0.021 0.057 0.1035
H 1.327938 3.361644 -3.356442 0.006 0.033 0.085 0.1073
H 0.622980 -0.911339 -2.647677 0.132 -0.036 -0.023 0.1334
H 2.704130 -1.459084 -4.187591 -0.147 -0.059 -0.026 0.1172
H 2.196177 -0.003476 -5.064207 0.075 -0.029 0.126 0.1195
H 0.021497 -0.851307 -5.522263 0.068 -0.048 -0.008 0.1197
H 1.213948 -2.060825 -6.042239 -0.060 -0.005 0.070 0.1109
H -0.605155 -2.179582 -3.939569 0.147 0.006 0.086 0.0898
C 1.818820 -7.559480 -4.439136 0.076 0.033 0.002 -0.0326
C 1.626863 -6.114237 -4.016636 -0.013 0.082 0.019 -0.4970
O 2.547780 -5.332277 -4.040436 -0.009 -0.175 -0.025 0.0742
C 0.237158 -5.731313 -3.570319 0.169 0.146 0.107 -0.0124
H 2.852680 -7.725004 -4.735252 -0.015 0.001 0.002 0.0763
H 1.558421 -8.229293 -3.616006 -0.029 0.001 -0.008 0.0705
H 1.154317 -7.795330 -5.272631 -0.019 -0.011 0.014 0.0790
H -0.055820 -6.358584 -2.723111 -0.020 -0.017 -0.040 0.0682
H -0.473365 -5.909212 -4.380761 -0.003 -0.025 0.009 0.0891
H 0.218705 -4.681750 -3.285376 0.042 -0.013 -0.007 0.0656
C 3.009149 -6.639583 -0.394004 -0.040 0.088 -0.038 -0.0109
C 1.557650 -6.504019 0.005078 -0.054 0.086 0.010 -0.4957
O 1.024074 -5.423375 0.089385 0.048 -0.108 0.065 0.0809
C 0.796956 -7.774693 0.309837 -0.014 0.077 -0.050 -0.0217
H 3.423525 -5.652940 -0.589382 -0.014 -0.017 -0.011 0.0815
H 3.571660 -7.136772 0.399206 -0.007 -0.026 -0.004 0.0814
H 3.096900 -7.252942 -1.293770 0.003 -0.017 0.008 0.0763
H 1.250892 -8.294607 1.154038 0.022 -0.043 -0.037 0.0681
H 0.802435 -8.448859 -0.550470 0.059 0.000 0.008 0.0802
H -0.225404 -7.516930 0.572208 0.003 -0.067 0.006 0.0610
C 1.167880 -8.377182 5.652251 -0.007 -0.066 -0.060 -0.0271
C 0.429880 -7.783718 4.475055 -0.027 0.090 -0.085 -0.4965
O 0.237760 -8.414973 3.460866 0.029 -0.047 0.138 0.0593
C -0.048876 -6.360731 4.622481 -0.024 -0.032 -0.078 -0.0156
H 1.463284 -9.399159 5.426742 -0.003 0.013 0.007 0.0788
H 2.052023 -7.778225 5.877946 -0.014 0.017 0.017 0.0840
H 0.529394 -8.364193 6.537541 0.011 0.025 0.009 0.0826
H 0.797482 -5.699493 4.817625 -0.004 -0.001 0.026 0.0884
H -0.729881 -6.280088 5.472058 0.021 0.008 0.018 0.0850
H -0.553399 -6.041825 3.713505 0.014 0.004 0.011 0.0828
C -1.003055 8.219277 4.183960 0.030 -0.060 0.086 -0.0330
C -0.127778 6.992328 4.072052 -0.020 0.024 0.032 -0.5011
O 0.203051 6.367596 5.056176 -0.004 0.047 -0.077 0.0591
C 0.302685 6.596869 2.683507 0.022 -0.109 0.150 -0.0284
H -1.249320 8.405253 5.225835 -0.002 0.011 -0.018 0.0648
H -0.490292 9.089699 3.770618 -0.017 -0.003 -0.034 0.0863
H -1.923347 8.084806 3.613337 0.012 0.018 -0.025 0.0869
H 0.866414 7.409137 2.220759 -0.025 0.004 -0.030 0.0891
H -0.574065 6.414182 2.059206 0.022 0.017 -0.042 0.0896
H 0.914336 5.698987 2.715539 -0.026 0.035 -0.005 0.0780
C -2.482792 -5.901742 -0.391322 0.065 0.141 -0.057 -0.0217
C -2.895181 -4.550922 0.157189 0.085 -0.030 -0.032 -0.4894
O -2.136755 -3.612714 0.127159 -0.082 0.001 0.016 0.0848
C -4.283743 -4.420599 0.730764 0.052 0.090 0.006 -0.0361
H -1.465789 -5.824693 -0.772561 -0.033 -0.021 0.053 0.0509
H -2.529689 -6.659013 0.394246 -0.048 -0.012 -0.005 0.0787
H -3.161106 -6.205113 -1.192089 -0.035 -0.026 0.036 0.0831
H -4.439409 -5.105447 1.566211 0.014 -0.031 -0.039 0.0811
H -5.029385 -4.661597 -0.029597 -0.014 -0.034 0.006 0.0830
H -4.432237 -3.400545 1.074674 -0.056 -0.030 0.010 0.0768
C 7.409388 5.800414 0.283985 0.059 -0.080 -0.026 -0.0278
C 6.434849 4.650146 0.171062 -0.209 -0.009 -0.012 -0.4950
O 6.758775 3.589525 -0.311572 0.125 0.049 0.041 0.0618
C 5.033333 4.894960 0.674395 0.061 -0.097 -0.056 -0.0193
H 8.376786 5.504944 -0.115538 -0.009 0.009 0.006 0.0779
H 7.030534 6.662622 -0.267724 -0.017 0.007 0.020 0.0831
H 7.515374 6.099305 1.328650 -0.022 0.021 -0.003 0.0805
H 4.580827 5.729287 0.134915 -0.004 0.003 0.020 0.0859
H 5.056095 5.161954 1.733090 -0.006 0.030 -0.002 0.0866
H 4.424288 4.005312 0.531600 -0.010 0.032 -0.001 0.0846
C -8.090080 -2.166260 1.267893 0.043 0.011 0.023 -0.0199
C -7.983257 -3.562964 1.823012 0.156 0.137 -0.132 -0.4977
O -6.944528 -3.969063 2.291381 -0.172 -0.161 0.095 0.0579
C -9.219467 -4.431176 1.744319 0.085 -0.035 0.082 -0.0279
H -7.133774 -1.657032 1.353047 -0.036 0.026 0.006 0.0749
H -8.391842 -2.198981 0.219143 -0.046 0.005 0.007 0.0881
H -8.847159 -1.595813 1.809335 -0.022 0.001 -0.030 0.0883
H -9.536015 -4.537601 0.705113 -0.005 0.030 0.001 0.0818
H -10.039878 -3.960759 2.289488 -0.012 0.012 -0.023 0.0814
H -9.010499 -5.411158 2.167097 -0.008 0.010 -0.002 0.0775
C -4.650422 9.397538 7.140319 0.002 -0.007 -0.092 -0.0244
C -3.544662 10.289205 6.626964 0.022 -0.044 -0.031 -0.5049
O -3.248481 10.325385 5.455953 -0.045 0.044 0.088 0.0630
C -2.820455 11.124543 7.656606 0.035 0.025 -0.079 -0.0260
H -5.091892 8.846060 6.313869 0.003 0.005 0.016 0.0822
H -4.253128 8.697766 7.877888 -0.003 0.015 0.018 0.0853
H -5.416566 9.997343 7.635393 0.011 -0.004 0.026 0.0823
H -2.367851 10.477395 8.410189 -0.020 -0.001 0.014 0.0846
H -3.525392 11.782231 8.168760 -0.004 -0.018 0.022 0.0820
H -2.048835 11.717963 7.172215 -0.009 -0.006 0.011 0.0808
C -4.759705 1.642771 1.656344 -0.081 -0.052 0.019 -0.0157
C -6.068202 1.912580 0.956239 0.126 0.009 -0.099 -0.5004
O -7.076773 1.298784 1.226977 -0.054 -0.018 0.025 0.0450
C -6.048630 2.976672 -0.115413 -0.079 -0.073 0.047 -0.0189
H -4.890324 0.859406 2.398836 -0.001 0.005 0.006 0.0788
H -4.003530 1.338124 0.930558 0.026 0.041 -0.027 0.0878
H -4.398532 2.553121 2.138618 0.030 0.007 -0.034 0.0853
H -5.328798 2.709117 -0.890778 0.064 0.016 -0.003 0.0865
H -5.729461 3.929505 0.310710 0.045 -0.002 -0.012 0.0839
H -7.039125 3.080950 -0.551579 -0.003 0.001 0.007 0.0771
```
Positions in Å, forces in eV/Å.

LUMO level: 1.87 eV
net charge: -1
DFT total energy: -3674.819640 hartree
F_max: 0.54 eV/A
HOMO energy: -4.78 eV
orbital gap: 6.65 eV